(1)
Entry from the OMol25 dataset: a cluster of 2 separate species, C7H11N5O3 in total in a non-equilibrium geometry (wB97M-V/def2-TZVPD).

lowest unoccupied orbital energy (alpha / beta): -0.49 / -0.49 eV
highest occupied orbital energy (alpha / beta): -7.456 / -7.458 eV
orbital gap (alpha / beta): 7.0 / 7.0 eV

Structure (ORCA input):
```
! wB97M-V def2-TZVPD RIJCOSX def2/J DEFGRID3
* xyz 0 1
C -0.938 1.939 -0.414
C -1.180 1.176 0.809
C 0.852 -2.605 -0.193
C -3.761 -1.101 -0.676
C -0.096 0.284 1.187
C 2.254 1.019 -1.502
C 0.755 -1.994 1.232
N 0.097 1.803 -1.158
N -2.307 1.329 1.398
N -4.613 -0.763 -1.428
N -0.302 -1.025 1.319
N 0.918 0.821 -1.001
O 0.612 -1.792 -1.196
O 1.119 -3.764 -0.337
O -2.808 -1.460 -0.124
H -1.701 2.636 -0.717
H 0.882 0.682 1.420
H 2.834 1.683 -0.848
H 2.756 0.054 -1.561
H 2.225 1.470 -2.497
H 1.707 -1.515 1.474
H 0.580 -2.818 1.927
H -2.388 0.818 2.275
H -5.560 -0.465 -1.377
H 0.580 -0.792 -1.014
H -1.223 -1.359 1.047
*
```

=====

(2)
Entry from the OMol25 dataset: a cluster of 2 separate species, C4H8O in total in a non-equilibrium geometry (wB97M-V/def2-TZVPD).

lowest unoccupied orbital energy: 1.06 eV
highest occupied orbital energy: -9.337 eV
orbital gap: 10.4 eV
SMILES: C=CO.C=C

Structure (ORCA input):
```
! wB97M-V def2-TZVPD RIJCOSX def2/J DEFGRID3
* xyz 0 1
C -3.783 1.410 2.592
C -4.367 2.204 1.713
H -3.252 0.486 2.388
H -3.790 1.613 3.656
H -4.467 1.953 0.668
H -4.772 3.157 2.035
C 4.333 -1.809 -1.628
C 3.055 -1.498 -1.538
O 2.337 -0.882 -2.541
H 4.776 -2.322 -0.783
H 4.866 -1.544 -2.535
H 2.463 -1.512 -0.627
H 2.601 -1.255 -3.399
*
```

=====

(3)
Entry from the OMol25 dataset: a cluster of 2 separate species, C4H13ClN2 in total in a non-equilibrium geometry (wB97M-V/def2-TZVPD).

lowest unoccupied orbital energy (alpha / beta): -8.61 / -8.64 eV
highest occupied orbital energy (alpha / beta): -17.270 / -17.261 eV
orbital gap (alpha / beta): 8.7 / 8.6 eV

Structure (ORCA input):
```
! wB97M-V def2-TZVPD RIJCOSX def2/J DEFGRID3
* xyz 2 1
C 1.888 0.041 -1.636
C -1.055 -1.211 0.511
C 0.676 0.752 -1.232
C 0.028 -0.311 0.885
N -1.992 -1.636 1.628
N 0.706 2.135 -0.615
Cl -0.558 0.973 2.047
H 2.602 0.758 -2.053
H 1.787 -0.857 -2.290
H 2.267 -0.193 -0.726
H -1.695 -0.619 -0.217
H -0.659 -2.093 0.035
H -0.222 0.581 -1.956
H 0.996 -0.547 1.344
H -2.924 -1.966 1.245
H -2.226 -0.663 2.119
H -1.701 -2.458 2.341
H 1.624 2.291 -0.097
H -0.077 2.357 0.107
H 0.535 2.666 -1.438
*
```

=====

Result set for relative energy (zero: lowest compared OMol25 entry of this formula, charge and spin): 6.8; 47.4; 83.1 kcal/mol, one per record in the order listed.